A molecular structure, C4H14N3Ni in a non-equilibrium geometry, computed with ωB97M-V/def2-TZVPD.

For the highest occupied orbital energy (spin up / spin down), the calculation gives 0.74 / -5.41 eV. As for the spin multiplicity: 3. The net charge is -1. The value obtained for the gap between HOMO and LUMO (spin up / spin down) is 0.0878 / 0.3150 Eh. The value obtained for the LUMO energy (spin up / spin down) is 3.132 / 3.164 eV. The calculation puts the electronic energy at -1833.15115 a.u. The energy above the lowest of the compared OMol25 structures with the same formula, charge and spin is 11.2 kcal per mole.

Cartesian coordinates (Å):
1 C -0.990 1.545 -1.866
2 Ni 0.044 -0.054 -2.170
3 N 1.225 -1.595 -3.031
4 H 0.041 0.509 -3.627
5 H 2.225 -1.406 -3.090
6 H -1.233 -0.315 -3.113
7 H -1.470 2.145 -2.638
8 H -0.339 2.269 -1.337
9 H -1.792 1.396 -1.111
10 H 1.178 -2.477 -2.505
11 H 0.986 -1.893 -3.980
12 C -1.082 0.695 3.037
13 N -0.001 0.004 2.294
14 C 1.081 -0.695 3.034
15 C 0.016 -0.015 1.019
16 N 0.118 -0.116 -0.134
17 H -0.841 0.541 4.049
18 H -2.061 0.260 2.784
19 H -1.094 1.766 2.784
20 H 1.091 -1.764 2.778
21 H 2.059 -0.260 2.779
22 H 0.840 -0.540 4.045